Arrangement P

{
  "formula": "C4H12N4",
  "method": "the ωB97M-V functional and the def2-TZVPD basis",
  "species": ["C", "C", "C", "C", "N", "N", "N", "N", "H", "H", "H", "H", "H", "H", "H", "H", "H", "H", "H", "H"],
  "positions_angstrom": [[0.80, 0.11, -1.65], [0.55, 1.07, 0.62], [-0.34, -1.47, 0.18], [-0.25, -0.06, -0.72], [-1.32, -1.60, 1.15], [0.88, -2.02, 0.54], [-1.53, 0.40, -1.06], [0.76, 2.42, 0.39], [-1.17, -1.18, 2.08], [-2.28, -1.59, 0.85], [1.50, -2.24, -0.23], [0.85, -2.66, 1.33], [-1.55, 1.05, -1.83], [-2.12, 0.64, -0.28], [1.50, 2.64, -0.26], [0.17, 3.08, 0.86], [0.56, 0.32, -2.68], [1.78, -0.28, -1.46], [1.44, 0.48, 0.84], [-0.25, 0.90, 1.33]],
  "nbo_charge": [-0.5461, -0.1436, 0.3072, 0.0534, -0.8876, -0.8428, -0.8529, -0.8515, 0.3531, 0.3900, 0.3923, 0.3889, 0.3782, 0.3659, 0.3938, 0.3917, 0.1822, 0.1820, 0.1807, 0.1650],
  "e_homo_ev": [-5.84, -6.15],
  "charge": 0
}



Arrangement Q

{
  "formula": "C4H12N4",
  "method": "the ωB97M-V functional and the def2-TZVPD basis",
  "species": ["C", "N", "C", "N", "H", "H", "H", "H", "H", "H", "N", "C", "C", "N", "H", "H", "H", "H", "H", "H"],
  "positions_angstrom": [[-2.45, 0.07, -1.39], [-1.15, -0.53, -1.66], [-0.71, -1.36, -0.82], [-1.31, -1.75, 0.37], [-3.16, -0.66, -1.00], [-2.84, 0.47, -2.32], [-2.36, 0.90, -0.68], [0.22, -1.88, -1.04], [-0.70, -2.15, 1.07], [-1.95, -1.07, 0.76], [1.17, 0.66, 2.48], [1.84, 0.50, 1.21], [1.44, 1.13, 0.13], [2.11, 0.94, -1.13], [1.87, 0.73, 3.22], [0.68, -0.21, 2.69], [2.64, -0.24, 1.16], [0.67, 1.89, 0.19], [2.57, 1.80, -1.39], [1.42, 0.76, -1.85]],
  "nbo_charge": [-0.4610, -0.4952, 0.2797, -0.8375, 0.1794, 0.2082, 0.1898, 0.1718, 0.3838, 0.3825, -0.8435, -0.0605, -0.0334, -0.8575, 0.3580, 0.3511, 0.1736, 0.1749, 0.3600, 0.3759],
  "e_homo_ev": -9.19,
  "charge": 0,
  "smiles": "C/N=C\\N.N/C=C/N"
}



The most stable of them is arrangement Q.



Arrangement P

{
  "formula": "C4H8N2O3",
  "method": "the ωB97M-V functional and the def2-TZVPD basis",
  "species": ["N", "C", "C", "O", "N", "C", "C", "O", "O", "H", "H", "H", "H", "H", "H", "H", "H"],
  "positions_angstrom": [[-0.66, -0.67, -1.70], [0.76, -0.59, -1.46], [1.16, 0.75, -0.88], [1.31, 1.73, -1.63], [0.99, 0.89, 0.46], [0.42, -0.10, 1.46], [-1.04, -0.07, 1.76], [-1.50, -0.45, 2.86], [-1.77, 0.38, 0.67], [-0.97, -0.20, -2.56], [-1.27, -0.39, -0.96], [1.11, -1.44, -0.97], [1.29, -0.69, -2.45], [1.31, 1.76, 0.94], [0.71, -1.16, 1.34], [0.88, 0.12, 2.36], [-2.75, 0.14, 0.76]],
  "nbo_charge": [-0.8445, -0.3230, 0.6537, -0.6086, -0.6180, -0.3492, 0.7798, -0.5687, -0.7054, 0.3710, 0.3765, 0.1900, 0.2269, 0.4127, 0.2513, 0.2410, 0.5144],
  "e_homo_ev": -9.08,
  "charge": 0,
  "smiles": "NCC(=O)NCC(=O)O"
}



Arrangement Q

{
  "formula": "C4H8N2O3",
  "method": "the ωB97M-V functional and the def2-TZVPD basis",
  "species": ["C", "N", "O", "C", "O", "C", "C", "N", "O", "H", "H", "H", "H", "H", "H", "H", "H"],
  "positions_angstrom": [[1.03, 2.32, -0.19], [0.94, 0.92, -0.57], [1.36, 0.67, -1.90], [-0.22, 0.23, -0.24], [-1.21, 0.83, 0.14], [-0.08, -1.27, -0.26], [-0.84, -2.04, 0.85], [-1.91, -1.41, 1.37], [-0.49, -3.15, 1.17], [2.03, 2.66, -0.41], [0.84, 2.37, 0.88], [0.30, 2.94, -0.72], [2.31, 0.46, -1.87], [-0.48, -1.65, -1.21], [0.97, -1.55, -0.21], [-2.14, -0.47, 1.09], [-2.43, -1.88, 2.09]],
  "nbo_charge": [-0.4285, -0.1958, -0.5557, 0.6912, -0.5881, -0.6102, 0.6825, -0.8264, -0.6185, 0.2067, 0.2207, 0.2000, 0.4746, 0.2654, 0.2531, 0.4276, 0.4014],
  "e_homo_ev": -9.81,
  "charge": 0,
  "smiles": "CN(O)C(=O)CC(N)=O"
}



Arrangement R

{
  "formula": "C4H8N2O3",
  "method": "the ωB97M-V functional and the def2-TZVPD basis",
  "species": ["C", "C", "C", "C", "N", "N", "O", "O", "O", "H", "H", "H", "H", "H", "H", "H", "H"],
  "positions_angstrom": [[2.19, -0.42, -0.44], [5.11, 0.19, -1.24], [-0.77, -1.42, 1.18], [0.22, -2.24, 0.57], [0.68, -3.17, -0.01], [-4.99, 3.80, -0.03], [5.27, 0.18, -2.38], [2.71, -0.35, -1.49], [5.06, 0.34, -0.10], [2.60, -0.17, 0.51], [-1.85, -1.68, 0.99], [-0.44, -1.58, 2.33], [-0.63, -0.27, 1.06], [0.23, -4.09, 0.00], [-5.73, 3.01, 0.00], [-5.41, 4.59, -0.36], [-4.26, 3.29, -0.58]],
  "nbo_charge": [0.3588, 1.0335, -0.7497, 0.3441, -0.6304, -1.0835, -0.5066, -0.5073, -0.5408, 0.1224, 0.2275, 0.2572, 0.2557, 0.3358, 0.3518, 0.3630, 0.3688],
  "e_homo_ev": [-6.63, -7.91],
  "charge": 0
}



The most stable of them is arrangement P.



Arrangement P

{
  "formula": "C4H8N2O3",
  "method": "the ωB97M-V functional and the def2-TZVPD basis",
  "species": ["C", "C", "O", "O", "C", "N", "O", "H", "H", "H", "H", "H", "H", "H", "C", "N", "H"],
  "positions_angstrom": [[-0.46, -1.65, -1.06], [-0.18, -0.84, 0.20], [0.79, -1.36, 1.01], [-1.29, -0.43, 0.81], [0.73, 0.66, -0.50], [-0.03, 1.36, -1.38], [1.90, 0.37, -0.67], [-0.87, -2.61, -0.74], [0.46, -1.80, -1.61], [-1.18, -1.14, -1.69], [1.65, -1.09, 0.64], [-1.08, -0.07, 1.76], [0.46, 1.89, -2.09], [-0.94, 1.67, -1.09], [-0.15, 1.49, 2.09], [0.53, 1.81, 1.19], [-0.35, 1.75, 3.12]],
  "nbo_charge": [-0.6541, 0.5391, -0.7390, -0.6875, 0.6135, -0.8480, -0.6832, 0.2211, 0.2330, 0.2262, 0.5119, 0.4787, 0.3918, 0.3954, -0.0019, -0.2565, 0.2596],
  "e_homo_ev": -8.24,
  "charge": 0,
  "smiles": "CC(O)(O)C(N)=O.C#N"
}



Arrangement Q

{
  "formula": "C4H8N2O3",
  "method": "the ωB97M-V functional and the def2-TZVPD basis",
  "species": ["C", "C", "C", "C", "N", "O", "O", "N", "O", "H", "H", "H", "H", "H", "H", "H", "H"],
  "positions_angstrom": [[-0.64, -1.27, -0.72], [-1.97, 0.98, 0.28], [1.18, -0.39, -0.45], [-0.85, 0.11, 0.80], [2.33, -0.16, -1.10], [0.73, -1.65, -0.52], [1.56, 1.06, 1.32], [0.64, 0.57, 0.33], [-0.89, -0.39, 1.91], [1.19, 0.74, 2.16], [2.77, 0.74, -1.01], [2.85, -0.94, -1.48], [-0.84, -1.00, -1.75], [-1.31, -2.02, -0.30], [-2.93, 0.54, 0.57], [-1.89, 1.96, 0.74], [-1.95, 1.12, -0.80]],
  "nbo_charge": [-0.3105, -0.6904, 0.7755, 0.6034, -0.7522, -0.4617, -0.5768, -0.2497, -0.7027, 0.4912, 0.4208, 0.4169, 0.1668, 0.1991, 0.2332, 0.2225, 0.2144],
  "e_homo_ev": -7.85,
  "charge": 0
}



The most stable of them is arrangement P.



Arrangement P

{
  "formula": "C4H10O3",
  "method": "the ωB97M-V functional and the def2-TZVPD basis",
  "species": ["O", "C", "C", "C", "O", "H", "H", "H", "H", "H", "H", "C", "O", "H", "H", "H", "H"],
  "positions_angstrom": [[1.76, 0.44, -2.46], [0.62, 1.22, -2.22], [-0.11, 0.73, -0.98], [-0.09, -0.68, -0.65], [0.78, 0.24, 0.03], [2.23, 0.39, -1.61], [0.86, 2.29, -2.12], [-0.05, 1.10, -3.09], [-0.92, 1.35, -0.60], [0.44, -1.37, -1.30], [-0.90, -1.08, -0.04], [-0.88, -1.04, 2.71], [-0.99, 0.19, 2.03], [-1.65, -1.03, 3.49], [0.10, -1.17, 3.19], [-1.05, -1.91, 2.07], [-0.15, 0.33, 1.54]],
  "nbo_charge": [-0.7092, -0.0868, 0.0254, -0.1214, -0.5390, 0.4771, 0.1690, 0.1895, 0.2073, 0.2044, 0.2055, -0.2479, -0.7514, 0.1810, 0.1640, 0.1459, 0.4867],
  "e_homo_ev": -10.11,
  "charge": 0,
  "smiles": "OC[C@H]1CO1.CO"
}



Arrangement Q

{
  "formula": "C4H10O3",
  "method": "the ωB97M-V functional and the def2-TZVPD basis",
  "species": ["O", "C", "C", "C", "C", "O", "H", "H", "H", "H", "H", "H", "H", "H", "O", "H", "H"],
  "positions_angstrom": [[-0.96, 0.52, -3.00], [0.08, 0.83, -2.46], [0.53, 0.25, -1.15], [0.18, 1.07, 0.04], [-0.18, 0.34, 1.30], [-0.76, 1.34, 2.21], [0.69, 1.69, -2.79], [0.17, -0.85, -0.98], [1.60, 0.10, -1.04], [-0.74, 1.50, -0.07], [0.92, 1.89, 0.25], [0.74, -0.18, 1.57], [-0.97, -0.47, 1.16], [-0.49, 1.10, 3.09], [-0.13, -3.07, 0.27], [-1.13, -3.12, 0.60], [0.45, -2.95, 1.00]],
  "nbo_charge": [-0.5073, 0.4489, -0.5371, -0.4189, -0.0540, -0.7255, 0.1057, 0.2478, 0.2167, 0.2154, 0.2058, 0.1580, 0.1681, 0.4705, -0.9500, 0.4844, 0.4714],
  "e_homo_ev": -9.84,
  "charge": 0,
  "smiles": "O=CCCCO.O"
}



Arrangement R

{
  "formula": "C4H10O3",
  "method": "the ωB97M-V functional and the def2-TZVPD basis",
  "species": ["C", "C", "C", "C", "O", "H", "H", "H", "H", "H", "H", "O", "H", "H", "O", "H", "H"],
  "positions_angstrom": [[-1.20, -0.20, 1.22], [-1.90, -1.32, 0.98], [-2.03, -1.92, -0.40], [-1.23, -1.62, -1.48], [-0.52, -0.51, -1.70], [-1.07, 0.60, 1.93], [-0.63, -0.05, 0.33], [-2.40, -1.94, 1.73], [-3.01, -2.37, -0.59], [-0.92, -2.48, -2.08], [0.08, -0.60, -2.44], [2.60, 3.10, 4.45], [3.03, 2.74, 5.23], [3.22, 3.45, 3.82], [1.81, 0.82, -3.42], [2.57, 0.56, -3.94], [1.59, 1.72, -3.65]],
  "nbo_charge": [-0.4263, -0.2030, -0.3787, 0.1727, -0.6702, 0.2159, 0.1985, 0.1935, 0.2247, 0.1637, 0.5066, -0.9506, 0.4757, 0.4750, -0.9540, 0.4769, 0.4798],
  "e_homo_ev": -7.34,
  "charge": 0,
  "smiles": "C=C/C=C\\O.O.O"
}



Arrangement S

{
  "formula": "C4H10O3",
  "method": "the ωB97M-V functional and the def2-TZVPD basis",
  "species": ["O", "C", "C", "C", "C", "O", "H", "H", "H", "H", "H", "H", "H", "H", "O", "H", "H"],
  "positions_angstrom": [[0.67, 3.20, 0.91], [0.26, 2.39, 1.69], [-0.27, 1.02, 1.34], [0.74, 0.37, 0.32], [0.96, -1.13, 0.35], [2.06, -1.53, -0.51], [0.17, 2.65, 2.76], [-1.18, 1.25, 0.77], [-0.41, 0.42, 2.22], [1.68, 0.92, 0.41], [0.35, 0.66, -0.64], [1.17, -1.49, 1.36], [0.08, -1.63, -0.07], [2.22, -0.67, -0.95], [-2.81, -2.25, -2.92], [-2.23, -2.50, -3.66], [-3.44, -1.70, -3.38]],
  "nbo_charge": [-0.5209, 0.4518, -0.5134, -0.4332, -0.0677, -0.7076, 0.1017, 0.2457, 0.2196, 0.2092, 0.2115, 0.1680, 0.1751, 0.4599, -0.9302, 0.4665, 0.4639],
  "e_homo_ev": -10.01,
  "charge": 0,
  "smiles": "O=CCCCO.O"
}



The most stable of them is arrangement S.